# C2H2F2MgORb

A structure of composition C2H2F2MgORb (the ωB97M-V functional and the def2-TZVPD basis, the OMol25 dataset).

Its multiplicity is 2. Its net charge is +2. As for the energy above the lowest of the compared OMol25 structures with the same formula, charge and spin: 361.6 kJ/mol. The HOMO energy (alpha / beta) is -0.66781 / -0.67156 hartree. As for the HOMO-LUMO gap (alpha / beta): 9.009 / 8.454 eV. Its expectation value of S² is 0.76.

Each line ends with the Mulliken charge.
Positions of all 9 atoms, in Å:
F1 -1.9192 2.1869 -0.6461  -0.611
O1 -0.2092 -0.4741 -0.7959  -0.328
Mg1 -1.9277 0.5200 -1.3810  1.317
Rb1 -0.7399 4.7774 1.3267  1.000
C1 1.1445 -1.0198 -0.3132  0.451
C2 0.3966 -1.5833 0.6411  -0.385
H1 1.5545 -1.9800 0.9301  0.318
F2 1.8776 0.0635 -0.2137  -0.102
H2 -0.1773 -2.4906 0.4521  0.340

---

# C5H13O2

A cluster of 2 separate species, C5H13O2 in total (the ωB97M-V functional and the def2-TZVPD basis, the OMol25 dataset).

Its net charge is -1. As for the energy above the lowest of the compared OMol25 structures with the same formula, charge and spin: 195.0 kJ/mol. The HOMO energy is -0.08300 hartree. As for the HOMO-LUMO gap: 5.531 eV.

Each line ends with the Mulliken charge.
Positions of all 20 atoms, in Å:
C1 -0.0148 2.3797 0.4649  -0.170
O1 0.3920 3.5823 -0.0270  -0.868
C2 -0.0307 1.1988 -0.5100  -0.629
C3 -1.1255 0.1106 -0.3191  -0.368
C4 -0.5298 -1.0140 0.4950  -0.023
C5 -0.2066 -0.8438 1.9372  -1.394
H1 -1.0139 2.3475 0.9251  0.080
H2 0.6295 1.9944 1.4722  -0.078
H3 -0.2170 1.6882 -1.4754  0.326
H4 0.9694 0.7774 -0.6269  0.273
H5 -2.0223 0.4804 0.1699  0.299
H6 -1.4684 -0.3250 -1.3872  0.216
H7 -1.2482 -1.8822 0.3733  0.296
H8 0.3839 -1.4162 0.0022  -0.040
H9 -0.7818 -0.3055 2.6207  0.451
H10 0.0249 -1.8346 2.4268  0.284
H11 0.6163 -0.1737 2.1099  0.361
H12 2.3086 -1.9335 -3.4737  0.314
H13 1.5701 -2.2232 -2.1636  0.350
O2 1.7644 -2.6076 -3.0145  -0.680

---

# C5H8OS

The molecule C5H8OS (the ωB97M-V functional and the def2-TZVPD basis, the OMol25 dataset).

As for the energy above the lowest of the compared OMol25 structures with the same formula, charge and spin: 148.0 kJ/mol. The HOMO energy is -0.33116 hartree. As for the HOMO-LUMO gap: 9.273 eV.

Each line ends with the Mulliken charge.
Positions of all 15 atoms, in Å:
C1 0.8830 1.6310 -0.0388  -1.235
C2 1.6262 0.3166 0.0225  -0.176
C3 0.9271 -1.0384 -0.0524  -0.531
C4 -0.3680 -1.2415 -0.0014  -0.017
C5 -2.6077 -0.5790 -0.0490  0.012
H1 0.2740 1.6737 0.8445  0.308
H2 0.2517 1.7106 -0.9034  0.299
H3 1.5593 2.4563 -0.0387  0.391
H4 2.3243 0.2099 -0.8082  0.270
H5 2.2488 0.3244 0.9438  0.291
H6 1.5244 -1.9210 0.0628  0.327
H7 -0.8337 -2.2084 0.1580  0.246
H8 -2.6990 -1.6314 0.0023  0.200
O1 -1.3149 -0.2111 -0.1538  -0.105
S1 -3.7955 0.5083 0.0118  -0.278

---

# C3H6N4O

A structure of composition C3H6N4O (the ωB97M-V functional and the def2-TZVPD basis, the OMol25 dataset).

As for the energy above the lowest of the compared OMol25 structures with the same formula, charge and spin: 969.3 kJ/mol. The HOMO energy is -0.28121 hartree. As for the HOMO-LUMO gap: 6.693 eV.

Each line ends with the Mulliken charge.
Positions of all 14 atoms, in Å:
C1 1.3437 0.2147 -0.0970  0.419
C2 0.5121 1.3138 -0.2839  -0.578
C3 -0.8757 0.6993 -0.0712  0.471
H1 -2.2122 -1.2267 1.0501  0.228
H2 -1.3211 -2.6348 -0.5383  0.321
H3 1.0648 -1.5043 0.7152  0.266
H4 3.4076 0.6709 -0.6896  0.395
H5 0.9791 2.4479 0.0436  0.231
H6 -1.7737 2.2689 0.3086  0.239
N1 -1.7790 -1.4523 -0.1658  -0.701
N2 -0.6936 -0.7615 -0.2209  0.481
N3 0.6683 -1.0564 -0.1341  -0.477
N4 -2.0086 1.2981 -0.0173  -0.700
O1 2.6883 -0.2776 0.1006  -0.595

---

# C23H26BiF3N2O11S2Si

A structure of composition C23H26BiF3N2O11S2Si (the ωB97M-V functional and the def2-TZVPD basis, the OMol25 dataset).

As for the energy above the lowest of the compared OMol25 structures with the same formula, charge and spin: 51.6 kJ/mol. The HOMO energy is -0.36103 hartree. As for the HOMO-LUMO gap: 8.775 eV.

Each line ends with the Mulliken charge.
Positions of all 69 atoms, in Å:
Bi1 1.2584 -0.5610 -1.8474  1.600
O1 5.3221 -2.5581 0.3830  -0.478
C1 4.6626 -1.5086 -0.1225  0.212
O2 4.5857 -1.2531 -1.2898  -0.540
C2 4.0487 -0.6541 0.9543  0.401
C3 4.4209 -0.7454 2.2905  -0.382
C4 3.8205 0.1116 3.1962  -1.052
C5 2.8737 1.0187 2.7426  -0.522
C6 2.5666 1.0222 1.3890  1.178
N1 3.1416 0.2056 0.5179  -0.236
C7 1.5428 1.9332 0.7607  0.474
O3 1.2297 3.0530 1.4156  -0.477
O4 1.0199 1.6870 -0.2940  -0.561
H1 5.6486 -3.0777 -0.3672  0.369
H2 5.1563 -1.4735 2.5995  0.550
H3 4.0749 0.0681 4.2467  0.399
H4 2.3687 1.6657 3.4495  0.241
H5 1.7756 3.1638 2.2026  0.343
F1 2.7457 -4.7227 -4.4844  -0.218
C8 2.2642 -4.1416 -3.3874  0.677
F2 3.2700 -3.5415 -2.7453  -0.210
F3 1.7502 -5.0783 -2.5934  -0.234
S1 0.9705 -2.9071 -3.8412  1.146
O5 0.0823 -3.6015 -4.7074  -0.578
O6 1.6985 -1.7486 -4.3262  -0.723
O7 0.3978 -2.5657 -2.4973  -0.642
C9 -2.3986 3.4653 1.1363  -1.284
C10 -2.2005 2.1980 1.9173  0.886
C11 -2.4323 0.9599 1.3279  -0.487
C12 -2.2542 -0.2135 2.0441  0.000
C13 -1.8332 -0.1436 3.3622  -0.457
C14 -1.5903 1.0803 3.9760  -0.477
C15 -1.7772 2.2415 3.2485  -0.781
S2 -1.5797 -1.6247 4.2734  1.327
O8 -1.9040 -1.4105 5.6519  -0.739
O9 -2.1987 -2.7131 3.5651  -0.666
N2 0.0845 -1.7727 4.2060  -0.450
C16 0.7379 -1.5865 2.9108  0.190
C17 0.4480 -2.6405 1.8388  -0.701
C18 1.0188 -2.1216 0.5433  0.714
O10 2.1079 -2.4694 0.0982  -0.597
O11 0.2805 -1.2067 -0.0276  -0.572
H6 -3.0851 3.3060 0.3079  0.185
H7 -1.4493 3.8070 0.7201  0.244
H8 -2.7947 4.2608 1.7676  0.413
H9 -2.7511 0.9107 0.2936  0.365
H10 -2.4492 -1.1759 1.5911  0.468
H11 -1.2904 1.1071 5.0158  0.482
H12 -1.6196 3.2035 3.7229  0.461
H13 0.3081 -2.6730 4.6247  0.360
H14 1.8113 -1.5381 3.0999  0.270
H15 0.4347 -0.6088 2.5338  -0.381
H16 -0.6274 -2.7712 1.7287  0.258
H17 0.9029 -3.5971 2.0921  0.558
C19 -3.1795 1.0010 -5.5786  -0.969
Si1 -2.8356 1.8853 -3.9739  -0.006
C20 -2.1685 3.6034 -4.2754  -0.950
C21 -4.3712 1.9505 -2.9137  -0.804
C22 -1.5207 0.9354 -3.0869  0.357
C23 -0.6169 0.3322 -2.5432  -0.583
H18 -3.9323 1.5307 -6.1670  0.310
H19 -3.5406 -0.0124 -5.3950  0.310
H20 -2.2694 0.9260 -6.1766  0.304
H21 -2.8927 4.2234 -4.8086  0.320
H22 -1.2550 3.5585 -4.8713  0.307
H23 -1.9290 4.0950 -3.3304  0.285
H24 -5.1734 2.4671 -3.4464  0.345
H25 -4.1868 2.4914 -1.9850  0.143
H26 -4.7237 0.9487 -2.6629  0.306

---

# C3HF2NO

A cluster of 2 separate species, C3HF2NO in total (the ωB97M-V functional and the def2-TZVPD basis, the OMol25 dataset).

As for the energy above the lowest of the compared OMol25 structures with the same formula, charge and spin: 194.2 kJ/mol. The HOMO energy is -0.33264 hartree. As for the HOMO-LUMO gap: 9.452 eV.

Each line ends with the Mulliken charge.
Positions of all 8 atoms, in Å:
C1 -0.8015 0.0339 0.0601  0.388
C2 1.7958 -0.8452 -0.8333  0.109
C3 -0.6038 1.0278 0.8330  0.231
N1 -1.3166 -1.0516 -0.2570  -0.426
O1 2.9259 -0.9792 -0.8531  -0.153
F1 0.4527 1.1956 1.5673  -0.198
F2 -1.2965 2.1695 0.5182  -0.225
H1 -1.1559 -1.5507 -1.0351  0.272